(1)
ORCA calculation (ωB97M-V/def2-TZVPD) on one molecule with the formula C5H9NO.

The geometry in XYZ format:
```
16
Properties=species:S:1:pos:R:3
C 0.41 1.59 0.72
C 0.67 0.09 0.70
C 1.56 -0.43 -0.45
O 2.64 -0.13 -0.90
N 0.63 -1.37 -0.78
C -0.40 -0.90 0.15
C -1.64 -0.32 -0.51
H 1.35 2.12 0.88
H -0.28 1.86 1.53
H -0.01 1.95 -0.23
H 1.06 -0.24 1.66
H 0.58 -1.99 -1.58
H -0.69 -1.67 0.88
H -1.37 0.42 -1.27
H -2.29 0.15 0.23
H -2.21 -1.11 -1.01
```

Properties
SMILES = C[C@@H]1C(=O)N[C@@H]1C
frontier orbital gap = 10.60 eV



(2)
ORCA calculation (ωB97M-V/def2-TZVPD) on C22H24BN9O4SV as an isolated structure.

The geometry in XYZ format:
```
62
Properties=species:S:1:pos:R:3
V 0.80 -0.36 -0.56
C 0.12 -2.38 -4.21
C 0.73 -1.35 -3.51
N 0.36 -1.38 -2.23
N -0.49 -2.44 -2.08
C -0.64 -3.05 -3.27
B -1.06 -2.70 -0.66
N 0.19 -2.91 0.30
C 0.49 -4.01 0.99
C 1.72 -3.84 1.61
C 2.13 -2.57 1.25
N 1.21 -2.00 0.46
N -1.81 -1.38 -0.24
C -3.12 -1.14 -0.10
C -3.31 0.21 0.17
C -2.04 0.76 0.16
N -1.13 -0.20 -0.09
N -1.96 -3.87 -0.53
C -2.73 -4.23 0.55
C -3.13 -5.52 0.37
C -2.55 -5.90 -0.85
N -1.84 -4.93 -1.38
H 0.23 -2.61 -5.25
H 1.42 -0.59 -3.85
H -1.26 -3.92 -3.35
H -0.17 -4.86 0.99
H 2.24 -4.54 2.23
H 3.03 -2.04 1.51
H -3.84 -1.93 -0.20
H -4.24 0.72 0.34
H -1.72 1.77 0.32
H -2.91 -3.54 1.36
H -3.76 -6.10 1.02
H -2.62 -6.85 -1.36
C -1.10 1.11 3.97
C -0.31 2.02 3.06
C 0.94 1.63 2.58
C 1.67 2.45 1.74
C 1.14 3.69 1.39
C -0.10 4.11 1.86
C -0.82 3.27 2.69
S 2.08 4.83 0.47
O 3.31 4.05 0.05
O 2.31 6.04 1.17
N 1.27 5.15 -0.89
C 1.38 4.16 -1.96
C 2.82 3.97 -2.44
C 3.71 3.42 -1.39
O 4.61 2.70 -1.31
O 1.71 0.85 -0.94
H -0.45 0.67 4.73
H -1.53 0.29 3.39
H -1.91 1.64 4.46
H 1.36 0.69 2.91
H 2.66 2.17 1.40
H -0.48 5.09 1.61
H -1.77 3.60 3.08
H 1.29 6.14 -1.13
H 0.76 4.49 -2.80
H 0.97 3.22 -1.59
H 3.25 4.93 -2.75
H 2.89 3.29 -3.29
```

Properties
2S+1 = 2
⟨S²⟩ = 0.762
frontier orbital gap (alpha / beta) = 7.41 / 7.87 eV
total charge = +2



(3)
ORCA calculation (ωB97M-V/def2-TZVPD) on an isolated ion of composition C6H9N2O2 and charge +1 in a non-equilibrium geometry.

The geometry in XYZ format:
```
19
Properties=species:S:1:pos:R:3
C 0.88 -1.84 -1.07
C 1.24 -1.24 0.22
C 0.16 -0.31 0.50
O -1.05 -0.79 0.05
C -1.97 0.14 0.20
N -3.21 0.02 -0.41
O -4.18 -0.21 0.22
N -1.36 1.26 0.66
C -0.05 0.95 0.71
C 1.11 1.92 0.52
H 1.57 -2.43 -1.67
H 0.56 -1.00 -1.68
H -0.12 -2.48 -1.10
H 2.27 -0.86 0.15
H 1.29 -1.75 1.13
H -1.27 2.22 0.24
H 2.01 1.46 0.81
H 1.12 2.91 1.08
H 1.02 2.04 -0.55
```

Properties
SMILES = CCc1oc(=[N+]=O)[nH]c1C
frontier orbital gap (alpha / beta) = 8.22 / 8.22 eV
total charge = +1



(4)
ORCA calculation (ωB97M-V/def2-TZVPD) on C20H33FHfN5S as an isolated structure in a non-equilibrium geometry.

The geometry in XYZ format:
```
61
Properties=species:S:1:pos:R:3
Hf 0.50 -0.54 -0.13
C 1.01 3.07 2.72
N 0.03 2.24 2.02
C -0.21 2.63 0.63
C -0.34 1.01 2.47
N -0.75 0.07 1.62
N -0.29 0.79 3.80
C -0.75 1.78 4.77
C -0.23 -0.59 4.29
H 1.82 3.32 2.04
H 1.43 2.53 3.57
H 0.55 4.00 3.07
H -0.31 3.71 0.58
H -1.13 2.19 0.26
H 0.63 2.37 -0.03
H -1.20 -0.68 2.11
H -1.00 2.72 4.28
H 0.01 1.97 5.53
H -1.65 1.41 5.26
H -1.23 -1.02 4.43
H 0.28 -0.59 5.25
H 0.33 -1.21 3.60
F 0.28 1.96 -5.94
C 0.36 1.40 -4.73
C 1.59 0.96 -4.28
C 1.66 0.36 -3.03
C 0.53 0.20 -2.20
C -0.68 0.67 -2.73
C -0.79 1.26 -3.98
H 2.47 1.08 -4.90
H 2.63 0.01 -2.70
H -1.61 0.56 -2.16
H -1.73 1.61 -4.38
C 4.13 -1.53 -1.15
N 4.65 -1.43 0.21
C 5.76 -2.10 0.70
C 5.92 -1.73 1.99
N 4.89 -0.85 2.25
C 4.12 -0.66 1.17
S 2.78 0.40 1.12
H 4.73 -2.26 -1.69
H 4.22 -0.56 -1.64
H 3.09 -1.84 -1.13
H 6.34 -2.78 0.09
H 6.66 -2.01 2.72
H 4.72 -0.39 3.13
C -1.22 -2.83 -1.10
C 0.09 -3.50 -0.65
C -0.25 -4.76 0.16
C 0.88 -3.93 -1.90
C 0.88 -2.50 0.19
H -1.93 -3.54 -1.53
H -1.04 -2.07 -1.87
H -1.72 -2.37 -0.23
H -0.79 -5.49 -0.46
H -0.88 -4.51 1.01
H 0.66 -5.23 0.53
H 0.23 -4.42 -2.64
H 1.66 -4.65 -1.63
H 1.34 -3.07 -2.38
H 1.84 -2.91 0.53
```

Properties
frontier orbital gap = 6.91 eV
total charge = +1



(5)
ORCA calculation (ωB97M-V/def2-TZVPD) on one molecule with the formula C3H6N2OSi in a non-equilibrium geometry.

The geometry in XYZ format:
```
13
Properties=species:S:1:pos:R:3
Si -0.63 -2.21 -1.21
O 0.05 -0.71 -1.22
N 0.12 0.15 -0.19
C 0.55 1.66 -0.32
C 0.55 2.04 0.97
C 0.18 0.94 1.77
N -0.07 -0.14 1.06
H -2.08 -2.10 -1.05
H -0.20 -2.56 -2.55
H -0.07 -3.04 -0.15
H 0.74 2.06 -1.29
H 0.79 3.02 1.35
H 0.07 0.91 2.84
```

Properties
SMILES = [SiH3]On1cccn1
frontier orbital gap = 9.57 eV



(6)
ORCA calculation (ωB97M-V/def2-TZVPD) on one molecule with the formula C10H10O2S in a non-equilibrium geometry.

The geometry in XYZ format:
```
23
Properties=species:S:1:pos:R:3
C 1.29 -2.74 -1.38
C 0.23 -3.48 -0.85
C 1.40 -1.41 -1.05
C -0.65 -2.91 0.03
C 0.47 -0.78 -0.20
C -0.54 -1.56 0.41
C 0.67 0.64 0.00
C -0.46 1.59 0.22
C -1.53 1.71 -0.80
C 0.54 2.41 2.18
O 1.77 1.20 -0.12
O -0.41 2.52 1.13
S -1.52 -1.02 1.71
H 2.00 -3.20 -2.04
H 0.13 -4.53 -1.11
H 2.19 -0.80 -1.45
H -1.44 -3.50 0.48
H -1.08 1.83 -1.79
H -2.16 2.56 -0.58
H -2.13 0.80 -0.84
H 0.64 1.37 2.51
H 0.17 3.04 2.99
H 1.52 2.76 1.83
```

Properties
frontier orbital gap (alpha / beta) = 5.76 / 5.76 eV



ΔE to the lowest compared entry with this formula, charge and spin values, unit kcal per mole, following the record order: 16.11 0.00 151.59 8.09 8.20 59.25.